No. 1
Molecular formula: C20H15AsN3O2RuS
Method: DFT, ωB97M-V/def2-TZVPD

```
43
Properties=species:S:1:pos:R:3:lowdin_spin:R:1
Ru -2.000 -0.212 0.823 2.620
C 4.817 0.289 -1.511 0.002
C 4.632 -0.609 -0.468 0.000
C 3.509 -0.513 0.338 0.002
C 2.553 0.472 0.094 0.003
C 2.749 1.380 -0.942 0.003
C 3.881 1.285 -1.742 0.000
As 1.089 0.619 1.363 0.020
C 0.272 -1.175 1.051 -0.003
C 0.528 -1.952 -0.088 0.045
C 0.012 -3.235 -0.201 0.022
C -0.821 -3.752 0.783 0.023
C -1.109 -2.998 1.912 0.049
C -0.535 -1.728 2.068 -0.014
C -0.211 1.599 0.234 0.046
C -0.730 2.804 0.731 0.031
C -1.487 3.629 -0.084 0.014
C -1.754 3.260 -1.398 0.030
C -1.261 2.066 -1.904 0.016
C -0.491 1.240 -1.099 0.040
H 5.697 0.217 -2.136 0.000
H 5.369 -1.378 -0.276 0.000
H 3.384 -1.209 1.161 0.000
H 2.032 2.169 -1.129 0.001
H 4.031 1.995 -2.545 0.000
H 1.175 -1.563 -0.865 0.002
H 0.251 -3.832 -1.072 0.000
H -1.233 -4.747 0.679 0.000
H -1.739 -3.397 2.697 0.002
H -0.625 -1.217 3.019 0.002
H -0.539 3.086 1.759 0.001
H -1.885 4.555 0.308 0.000
H -2.356 3.904 -2.024 0.001
H -1.467 1.779 -2.926 0.000
H -0.059 0.340 -1.521 0.001
O -3.325 -0.628 2.738 0.154
N -2.788 0.294 3.341 0.008
O -1.903 0.867 2.625 0.031
S -4.011 -2.959 -2.283 0.455
C -3.205 -2.050 -1.309 0.089
N -2.566 -1.359 -0.565 0.216
N -4.374 1.678 0.024 0.096
C -3.507 0.984 0.341 -0.010
```

As for the orbital gap (alpha / beta): 0.28517 / 0.17354 hartree. Its charge is +1. The energy is -3814.2797 hartree. As for the spin multiplicity: 5. The LUMO energy (alpha / beta) is -0.15685 / -0.26743 hartree.

---

No. 2
Molecular formula: C11H13NS
Method: DFT, ωB97M-V/def2-TZVPD

```
26
Properties=species:S:1:pos:R:3:nbo_charge:R:1
C 0.485 -3.659 1.514 -0.209
C -0.606 -3.219 2.169 -0.216
C 0.902 -3.085 0.345 -0.221
C -1.104 -1.930 1.889 -0.322
C 0.270 -1.906 -0.067 0.012
C -0.730 -1.385 0.744 0.143
C 0.953 0.037 -1.072 0.181
C -1.205 2.191 -1.377 -0.335
C 0.974 1.108 0.039 -0.411
C -2.612 2.574 -1.733 -0.681
C 2.040 2.165 -0.262 -0.633
N 0.800 -1.185 -1.106 -0.400
S -0.742 1.759 0.292 0.305
H 0.964 -4.543 1.925 0.214
H -0.735 -3.638 3.196 0.212
H 1.878 -3.274 -0.016 0.219
H -1.757 -1.368 2.472 0.225
H 1.379 0.553 -1.918 0.157
H -0.368 2.728 -1.862 0.177
H 1.192 0.589 1.066 0.251
H -3.192 2.551 -0.815 0.220
H -2.721 3.618 -1.963 0.218
H -3.034 2.083 -2.590 0.231
H 2.693 1.943 -1.045 0.216
H 1.657 3.137 -0.477 0.223
H 2.620 2.153 0.652 0.225
```

As for the orbital gap (alpha / beta): 0.26679 / 0.31414 hartree. The energy is -879.6797 hartree. The LUMO energy (alpha / beta) is -0.00456 / 0.00696 hartree.

---

No. 3
Molecular formula: C15H29BBrN2O6
Method: DFT, ωB97M-V/def2-TZVPD

```
54
Properties=species:S:1:pos:R:3:nbo_charge:R:1
C -1.338 -2.959 0.009 -0.595
C -0.377 -2.095 0.823 -0.397
C -0.727 -0.617 0.720 -0.400
C 0.325 0.290 1.410 0.192
C -0.336 1.624 1.796 -0.181
Br 0.959 2.927 2.507 -0.034
C -1.469 1.477 2.820 -0.425
C -1.087 1.477 4.308 -0.616
O 0.789 -0.349 2.562 -0.747
B 2.242 -0.587 2.473 0.859
O 3.068 0.171 3.526 -0.661
C 2.865 -0.234 4.722 0.606
N 2.690 -0.573 5.807 -0.562
O 2.603 -0.161 1.131 -0.725
C 1.541 0.356 0.424 0.376
O 1.823 1.689 0.013 -0.550
C 2.340 1.825 -1.284 -0.067
C 3.792 1.420 -1.467 0.074
C 4.679 1.852 -0.316 -0.642
O 3.867 0.015 -1.725 -0.721
H -1.386 -2.659 -1.033 0.199
H -0.982 -3.993 0.029 0.189
H -2.336 -2.968 0.441 0.195
H 0.652 -2.268 0.506 0.205
H -0.444 -2.410 1.862 0.217
H -1.723 -0.485 1.137 0.195
H -0.824 -0.348 -0.335 0.195
H -0.719 2.097 0.895 0.209
H -2.062 0.594 2.613 0.209
H -2.125 2.338 2.666 0.190
H -0.134 0.985 4.475 0.249
H -1.837 0.901 4.851 0.193
H -1.054 2.488 4.702 0.199
H 2.452 -1.794 2.640 -0.169
H 1.337 -0.231 -0.477 0.135
H 1.719 1.292 -2.015 0.166
H 2.269 2.885 -1.540 0.179
H 4.134 1.934 -2.375 0.139
H 5.710 1.939 -0.671 0.181
H 4.396 2.827 0.076 0.216
H 4.666 1.120 0.484 0.261
H 4.681 -0.159 -2.203 0.459
C -4.176 -2.341 -3.402 -0.723
C -3.494 -1.113 -2.841 0.675
O -3.145 -1.044 -1.679 -0.607
N -3.274 -0.073 -3.696 -0.624
C -3.612 0.021 -5.102 -0.409
H -4.272 -3.070 -2.603 0.248
H -5.170 -2.095 -3.779 0.219
H -3.586 -2.777 -4.209 0.223
H -2.813 0.711 -3.262 0.404
H -2.711 0.174 -5.699 0.195
H -4.287 0.861 -5.274 0.192
H -4.098 -0.888 -5.439 0.207
```

As for the orbital gap: 0.27594 hartree. Its charge is -1. The energy is -3748.9296 hartree. The LUMO energy is 0.07891 hartree.

---

No. 4
Molecular formula: C3H3NO2
Method: DFT, ωB97M-V/def2-TZVPD

```
9
Properties=species:S:1:pos:R:3:nbo_charge:R:1
N 2.279 -0.506 -1.093 -0.272
C 1.385 -0.183 -0.435 0.233
C 0.235 0.238 0.396 -0.092
O -0.225 1.523 0.054 -0.660
C -0.940 -0.740 0.228 0.422
O -1.266 -1.133 -0.861 -0.476
H 0.549 0.291 1.442 0.228
H -0.503 1.489 -0.875 0.484
H -1.514 -0.979 1.144 0.132
```

As for the orbital gap: 0.39611 hartree. The energy is -321.3062 hartree. The LUMO energy is -0.00202 hartree.

---

No. 5
Molecular formula: C40H29Cl2CrN8O4STe
Method: DFT, ωB97M-V/def2-TZVPD

```
86
Properties=species:S:1:pos:R:3:lowdin_spin:R:1
Cr 0.926 -0.749 -0.887 0.947
Cl 6.631 -0.333 -4.677 0.000
C 5.070 -0.797 -4.098 0.001
C 4.653 -0.318 -2.862 -0.002
C 3.410 -0.693 -2.373 -0.002
N 2.779 -0.235 -1.218 -0.025
C 3.070 1.058 -0.820 0.002
O 4.127 1.508 -0.457 0.009
C 1.852 1.896 -1.094 0.004
C 1.911 3.274 -1.140 0.000
C 0.856 3.966 -1.711 0.007
C -0.198 3.236 -2.239 -0.001
C -0.196 1.858 -2.121 0.007
N 0.801 1.183 -1.554 -0.007
C 2.599 -1.565 -3.122 -0.003
C 3.015 -2.033 -4.357 0.002
C 4.254 -1.635 -4.848 -0.002
Cl 4.756 -2.182 -6.407 -0.001
N 1.430 -1.888 -2.432 0.009
C 1.007 -3.181 -2.443 0.011
O 1.004 -3.967 -3.373 0.026
C 0.666 -3.595 -1.038 0.003
C 0.353 -4.904 -0.726 0.001
C 0.278 -5.276 0.607 0.002
C 0.576 -4.322 1.569 0.000
C 0.870 -3.030 1.174 0.001
N 0.890 -2.649 -0.106 -0.005
H 5.297 0.335 -2.293 0.000
H 2.798 3.758 -0.758 0.000
H 0.873 5.045 -1.772 0.000
H -1.018 3.729 -2.739 0.000
H -1.015 1.266 -2.511 0.000
H 2.387 -2.684 -4.944 0.000
H 0.205 -5.600 -1.540 0.000
H 0.023 -6.288 0.889 0.000
H 0.591 -4.578 2.619 0.000
H 1.124 -2.274 1.908 0.000
N -6.356 4.197 -2.474 0.000
C -5.419 3.659 -1.616 0.000
C -5.804 2.729 -0.641 0.000
C -4.872 2.204 0.227 0.000
C -3.548 2.613 0.146 0.000
C -3.159 3.570 -0.771 0.000
C -4.089 4.086 -1.656 0.000
S -2.370 1.865 1.242 0.001
O -1.413 2.864 1.658 0.000
O -3.140 1.205 2.254 0.000
N -1.429 0.814 0.366 0.010
C -2.009 -0.147 -0.342 0.000
N -1.176 -1.010 -1.028 0.001
C -1.786 -1.903 -1.821 0.002
C -3.150 -2.016 -1.934 0.000
C -3.907 -1.144 -1.158 0.000
N -3.356 -0.231 -0.394 0.000
H -7.216 3.690 -2.587 0.000
H -6.021 4.661 -3.300 0.000
H -6.843 2.429 -0.576 0.000
H -5.128 1.474 0.981 0.000
H -2.135 3.911 -0.762 0.000
H -3.796 4.828 -2.389 0.000
H -1.146 -2.558 -2.394 0.000
H -3.601 -2.740 -2.594 0.000
H -4.992 -1.175 -1.145 0.000
Te 0.918 0.628 1.493 0.003
C -0.336 0.057 3.118 0.000
C -1.118 -1.090 3.078 0.000
C -2.051 -1.333 4.073 0.000
C -2.218 -0.426 5.106 0.000
C -1.455 0.730 5.137 0.000
C -0.522 0.975 4.144 0.000
C 2.672 0.012 2.633 -0.002
C 3.652 -0.824 2.107 0.000
C 4.801 -1.113 2.831 0.000
C 4.986 -0.571 4.092 0.000
C 4.017 0.265 4.628 0.000
C 2.874 0.556 3.901 0.000
H -1.037 -1.778 2.246 0.000
H -2.676 -2.215 4.013 0.000
H -2.961 -0.608 5.871 0.000
H -1.626 1.467 5.911 0.000
H 0.025 1.908 4.128 0.000
H 3.522 -1.237 1.112 0.000
H 5.562 -1.753 2.405 0.000
H 5.890 -0.784 4.647 0.000
H 4.152 0.700 5.610 0.000
H 2.132 1.224 4.317 0.000
```

As for the orbital gap (alpha / beta): 0.22794 / 0.23856 hartree. The energy is -4911.8006 hartree. As for the spin multiplicity: 2. The LUMO energy (alpha / beta) is -0.04598 / -0.04375 hartree.

---

No. 6
Molecular formula: C32H26O3PS2Zr
Method: DFT, ωB97M-V/def2-TZVPD

```
65
Properties=species:S:1:pos:R:3:nbo_charge:R:1
Zr 1.083 -1.396 -0.660 2.082
C -2.618 -3.819 -1.264 -0.713
C -1.245 -3.547 -0.737 0.650
O -0.674 -2.512 -1.184 -0.719
C -0.629 -4.418 0.217 -0.308
C -1.341 -5.525 0.736 -0.110
C -0.777 -6.369 1.648 -0.252
C 0.543 -6.139 2.070 -0.125
C 1.269 -5.081 1.584 -0.235
C 0.706 -4.195 0.654 0.414
O 1.438 -3.193 0.213 -0.800
H -2.867 -3.062 -2.003 0.252
H -3.346 -3.787 -0.452 0.251
H -2.670 -4.809 -1.716 0.256
H -2.355 -5.704 0.406 0.221
H -1.334 -7.209 2.037 0.233
H 0.999 -6.809 2.788 0.230
H 2.290 -4.904 1.894 0.233
S 3.479 -1.155 -1.153 -0.215
C 3.487 0.190 -2.305 -0.222
C 4.681 0.878 -2.512 -0.213
C 4.751 1.904 -3.441 -0.211
C 3.621 2.262 -4.164 -0.207
C 2.428 1.591 -3.960 -0.250
C 2.349 0.550 -3.037 -0.075
S 0.810 -0.312 -2.867 -0.282
H 5.560 0.587 -1.951 0.229
H 5.689 2.416 -3.606 0.226
H 3.670 3.058 -4.896 0.224
H 1.544 1.859 -4.524 0.224
O 0.542 -0.081 0.877 -1.151
P -0.333 1.196 0.891 1.955
C 0.521 2.528 0.069 -0.389
C 1.879 2.409 -0.213 -0.195
C 2.547 3.469 -0.805 -0.185
C 1.866 4.638 -1.109 -0.167
C 0.511 4.760 -0.817 -0.203
C -0.163 3.707 -0.224 -0.193
C -0.672 1.617 2.587 -0.484
C -1.741 2.453 2.906 -0.117
C -1.944 2.826 4.224 -0.221
C -1.086 2.367 5.215 -0.165
C -0.022 1.533 4.896 -0.200
C 0.191 1.156 3.580 -0.157
C -1.872 0.849 0.043 -0.466
C -1.997 1.075 -1.327 -0.182
C -3.129 0.632 -1.993 -0.151
C -4.130 -0.036 -1.299 -0.185
C -4.003 -0.267 0.066 -0.215
C -2.875 0.170 0.739 -0.178
H 2.419 1.502 0.035 0.235
H 3.598 3.370 -1.040 0.237
H 2.391 5.461 -1.576 0.230
H -0.018 5.674 -1.051 0.230
H -1.220 3.799 0.002 0.221
H -2.415 2.802 2.133 0.215
H -2.773 3.472 4.479 0.231
H -1.250 2.658 6.244 0.231
H 0.641 1.177 5.672 0.232
H 1.016 0.504 3.321 0.233
H -1.212 1.582 -1.873 0.248
H -3.226 0.807 -3.056 0.226
H -5.015 -0.373 -1.822 0.230
H -4.790 -0.778 0.606 0.230
H -2.775 -0.005 1.804 0.233
```

As for the orbital gap: 0.25519 hartree. Its charge is +1. The energy is -2645.5627 hartree. The LUMO energy is -0.12701 hartree.

---

No. 7
Molecular formula: C6H11N
Method: DFT, ωB97M-V/def2-TZVPD

```
18
Properties=species:S:1:pos:R:3:nbo_charge:R:1
C -0.985 0.987 -1.706 -0.591
C -0.266 0.140 -0.607 0.148
C -1.388 -0.300 0.440 -0.490
C -0.257 0.659 0.809 -0.239
C 1.057 0.049 1.354 -0.410
C 1.207 -1.170 0.526 -0.233
N 0.808 -0.665 -0.689 -0.628
H -0.353 1.878 -2.053 0.206
H -0.984 0.237 -2.737 0.197
H -1.905 1.476 -1.513 0.226
H -1.193 -1.172 1.115 0.213
H -2.191 0.260 0.504 0.208
H -0.278 1.808 0.963 0.214
H 1.024 -0.150 2.526 0.204
H 1.986 0.690 1.319 0.220
H 2.312 -1.311 0.428 0.212
H 0.579 -2.118 0.830 0.170
H 0.826 -1.298 -1.510 0.372
```

As for the orbital gap: 0.33145 hartree. The energy is -289.8393 hartree. The LUMO energy is 0.04241 hartree.